Entry 1:
Density functional theory data (ωB97M-V with the def2-TZVPD basis set) for a single C4H7NO2 molecule.

The HOMO energy is -0.3141 Ha. As for the HOMO-LUMO gap: 9.01 eV. For the total energy, the calculation gives -9843.451 eV. The calculation puts the relative energy (zero: lowest compared OMol25 entry of this formula, charge and spin) at 369.4 kJ/mol.

```
14
Properties=species:S:1:pos:R:3:nbo_charge:R:1
H -1.035 0.488 1.633 0.4124
O -2.216 1.397 -0.082 -0.5071
H 1.223 -0.208 -1.710 0.1938
C 1.066 0.229 -0.720 -0.0609
C -0.192 -1.333 1.872 -0.0720
H 1.898 -0.006 1.006 0.4762
H 0.278 -2.008 1.120 0.0905
C -1.390 0.864 -0.783 0.4375
C -0.378 -0.124 -0.262 -0.2131
N -0.509 -0.258 1.182 -0.5794
H 1.186 1.319 -0.816 0.1634
O 2.052 -0.326 0.106 -0.6932
H -1.337 1.068 -1.870 0.1228
H -0.646 -1.101 -0.676 0.2291
```

Entry 2:
Density functional theory data (ωB97M-V with the def2-TZVPD basis set) for a single C4H7NO2 molecule at a distorted geometry.

The HOMO energy is -0.2475 Ha. As for the HOMO-LUMO gap: 7.17 eV. For the total energy, the calculation gives -9841.993 eV. The calculation puts the relative energy (zero: lowest compared OMol25 entry of this formula, charge and spin) at 510.1 kJ/mol.

```
14
Properties=species:S:1:pos:R:3:nbo_charge:R:1
O -1.348 -1.676 1.423 -0.6890
N 0.058 -0.585 -0.139 -0.3068
H 2.783 -0.302 -2.168 0.2564
C 1.662 -0.344 -2.452 -0.6635
H 1.217 -1.169 -3.062 0.2498
C -1.289 0.788 1.374 -0.1134
H -1.921 1.416 0.765 0.1762
C -0.916 -0.504 0.754 0.2167
O -0.182 1.571 1.786 -0.7245
C 0.878 -0.327 -1.021 0.2323
H 1.307 0.559 -2.982 0.2450
H -0.991 -1.591 2.339 0.4627
H 0.465 1.706 1.015 0.4655
H -1.722 0.460 2.368 0.1925
```

Entry 3:
Density functional theory data (ωB97M-V with the def2-TZVPD basis set) for a single C4H7NO2 molecule.

The HOMO energy (spin up / spin down) is -0.2817 / -0.2816 Ha. As for the HOMO-LUMO gap (spin up / spin down): 6.83 / 6.82 eV. For the total energy, the calculation gives -9839.729 eV. The calculation puts the relative energy (zero: lowest compared OMol25 entry of this formula, charge and spin) at 728.6 kJ/mol.

```
14
Properties=species:S:1:pos:R:3:nbo_charge:R:1
N -0.711 1.153 -0.176 -0.1097
C -0.584 -0.149 -0.347 0.3993
H -2.113 -1.535 -0.632 0.2618
O 2.541 -0.684 -0.589 -0.7529
H -0.545 -2.248 -0.182 0.2705
C -1.230 -1.420 0.011 -0.6946
H -1.560 -1.422 1.053 0.2541
H 2.008 0.970 0.574 0.1719
O -0.765 1.656 1.128 -0.5350
C 1.693 0.041 0.018 0.0143
C 0.525 0.576 -0.867 -0.0969
H 1.063 -0.456 0.890 0.0948
H 0.699 0.936 -1.876 0.2390
H -1.021 2.581 0.995 0.4835
```

Entry 4:
Density functional theory data (ωB97M-V with the def2-TZVPD basis set) for a single C4H7NO2 molecule at a distorted geometry.

The HOMO energy is -0.2641 Ha. As for the HOMO-LUMO gap: 6.50 eV. For the total energy, the calculation gives -9841.930 eV. The calculation puts the relative energy (zero: lowest compared OMol25 entry of this formula, charge and spin) at 516.1 kJ/mol.

```
14
Properties=species:S:1:pos:R:3:nbo_charge:R:1
H -1.256 -1.148 1.137 0.1969
H -0.939 -1.884 -0.454 0.2180
C 0.821 0.650 0.726 -0.3388
O -0.295 2.554 -0.305 -0.6730
H 0.626 -0.095 -1.806 0.5160
N 0.653 -0.750 0.279 -0.0967
H 1.132 -1.458 0.890 0.4320
H 0.653 0.775 1.809 0.2296
C -0.813 -0.974 0.136 -0.2356
H -2.112 0.448 -1.028 0.2324
H 1.831 0.967 0.473 0.2379
C -1.194 0.319 -0.476 -0.6071
O 1.214 -0.743 -1.286 -0.5420
C -0.323 1.340 -0.094 0.4302
```

Entry 5:
Density functional theory data (ωB97M-V with the def2-TZVPD basis set) for a single C4H7NO2 molecule.

The HOMO energy is -0.3604 Ha. As for the HOMO-LUMO gap: 10.63 eV. For the total energy, the calculation gives -9845.905 eV. The calculation puts the relative energy (zero: lowest compared OMol25 entry of this formula, charge and spin) at 132.6 kJ/mol.

```
14
Properties=species:S:1:pos:R:3:nbo_charge:R:1
H 2.842 -0.165 -0.249 0.2398
O -3.237 0.118 0.342 -0.5090
O 0.248 0.703 0.595 -0.5002
H 1.949 1.083 -1.132 0.2379
N 0.073 -1.443 -0.136 -0.7293
H -1.053 -0.418 1.791 0.2288
H -1.762 0.815 -0.866 0.1075
C 0.703 -0.342 -0.135 0.5753
C -2.101 0.457 0.131 0.4347
H -1.186 1.368 1.845 0.2193
H 0.535 -2.126 -0.730 0.3549
C -1.022 0.500 1.199 -0.1910
C 1.963 0.022 -0.872 -0.6949
H 2.049 -0.572 -1.784 0.2262
```

Entry 6:
Density functional theory data (ωB97M-V with the def2-TZVPD basis set) for a single C4H7NO2 molecule at a distorted geometry.

The HOMO energy is -0.3242 Ha. As for the HOMO-LUMO gap: 9.40 eV. For the total energy, the calculation gives -9845.817 eV. The calculation puts the relative energy (zero: lowest compared OMol25 entry of this formula, charge and spin) at 141.1 kJ/mol.

```
14
Properties=species:S:1:pos:R:3:nbo_charge:R:1
H 1.880 -1.568 -0.786 0.3779
H -1.246 0.961 -1.274 0.4948
C 0.593 -0.300 0.026 0.2467
H 1.360 1.692 0.150 0.2072
H -0.498 -2.012 -0.026 0.2263
C -0.558 -0.963 -0.132 -0.4735
H 2.657 -0.129 -0.461 0.3895
C -1.954 -0.318 -0.031 0.7748
O -2.843 -0.865 0.567 -0.5639
H -0.450 1.465 0.577 0.2338
O -2.068 0.781 -0.781 -0.6776
C 0.519 1.088 0.616 -0.6700
H 0.708 0.959 1.761 0.2425
N 1.899 -0.792 -0.206 -0.8085
```